This record from OMol25 describes a cluster of 2 separate species, C13H25N2O16P2 in total. The level of theory is ωB97M-V/def2-TZVPD.

```
58
Properties=species:S:1:pos:R:3:forces:R:3:mulliken_charge:R:1
O -7.123439 -3.015784 1.523637 -0.26 -0.12 0.35 -0.710
O 2.076984 3.140277 -2.781179 -0.04 0.05 2.15 -0.551
O -1.004744 0.083226 0.193956 0.43 -0.03 1.14 -0.774
O -2.967843 -4.161147 0.075196 -0.10 0.42 0.31 -0.733
O 5.470339 6.607908 -1.552783 0.17 0.01 -1.17 -0.732
O 3.200058 -3.355486 2.416116 0.48 0.61 -0.36 -0.660
O -2.274436 -0.370856 -1.532242 -0.68 -0.51 -0.02 -0.766
O 0.035442 1.672331 -1.598658 1.28 1.15 -0.35 -0.664
O 3.316687 1.606830 1.365140 -0.09 -0.04 0.13 -0.665
O 3.238486 0.750438 -1.180082 -0.11 -0.01 -0.09 -0.670
O 4.352563 6.266062 0.484280 -1.09 -0.93 1.53 -0.463
O 6.393353 4.791176 -0.166062 -0.70 -0.90 0.84 -0.459
O 4.857032 -2.062657 3.853256 -0.84 0.38 0.65 -0.451
O 2.498926 -2.719512 4.633868 -0.11 1.21 1.14 -0.502
O 4.127803 4.393013 -1.374233 0.60 0.71 1.54 -0.185
O 2.827611 -0.832115 2.859603 0.49 -1.05 1.12 -0.118
C -6.351816 -2.765774 0.609246 -1.30 -0.39 0.05 0.607
C 2.015264 3.137266 -1.551487 0.26 -0.60 -2.72 -0.018
C -2.019714 -0.442599 -0.314642 -0.07 0.23 -1.00 0.476
C -3.399570 -3.294420 -0.680921 0.19 -0.60 1.09 -0.008
N -3.314978 -3.508988 -1.999440 -0.57 0.48 -1.21 -0.058
N -5.118421 -2.339193 0.861968 1.59 0.39 -0.62 -0.092
C -6.817801 -2.922273 -0.822842 0.26 0.10 0.22 -0.934
C 2.827978 4.184570 -0.775075 -0.46 -0.67 0.62 -0.448
C -3.798116 -2.665803 -3.093807 0.50 0.24 0.21 -0.657
C 2.665359 -0.747861 1.432399 -0.35 0.49 -1.05 -0.997
C 1.175347 2.071630 -0.813189 -1.82 -0.53 -0.29 0.529
C 2.259904 0.686180 1.046282 1.14 -0.41 -0.42 -0.170
C 1.986022 0.793907 -0.467206 0.07 -0.17 0.01 -0.005
C -3.013010 -1.139099 0.618614 -0.05 -0.48 -0.18 -1.181
C -4.054214 -2.015141 -0.103759 -0.13 0.16 -0.07 0.682
P 5.082058 5.497680 -0.672315 0.00 0.64 -3.23 0.774
P 3.356083 -2.267443 3.396437 -0.53 -1.45 -3.34 0.763
H -0.526479 1.014907 -1.093858 0.64 0.28 0.30 0.405
H 4.037076 1.450700 0.722282 -0.57 -0.01 0.25 0.459
H 3.062730 0.877035 -2.135862 -0.01 -0.09 0.79 0.425
H 4.012662 6.998656 -0.048370 -0.10 0.52 0.42 0.360
H 6.953543 5.562951 -0.037843 0.73 0.00 0.06 0.339
H 4.756413 -1.357768 4.499150 0.94 0.56 0.51 0.331
H 1.731240 -3.071387 4.163620 -0.41 -0.36 0.42 0.351
H -2.819590 -4.350866 -2.244845 0.00 0.01 0.15 0.259
H -4.866020 -2.310243 1.835511 -0.03 -0.11 0.09 0.252
H -6.709066 -1.973441 -1.342907 0.07 0.00 -0.25 0.265
H -6.223907 -3.693918 -1.307118 0.09 0.02 -0.26 0.263
H -7.865559 -3.216843 -0.819834 0.13 0.03 0.11 0.318
H 2.937406 3.853816 0.261844 0.05 0.00 -0.10 0.417
H 2.249038 5.112618 -0.772793 0.02 -0.02 -0.13 0.335
H -3.841759 -3.246189 -4.015823 -0.06 -0.14 0.16 0.373
H -3.114731 -1.827837 -3.244739 -0.15 0.07 0.04 0.203
H -4.792353 -2.276543 -2.877036 0.02 -0.05 -0.06 0.149
H 1.881467 -1.440441 1.102922 0.14 0.11 0.17 0.430
H 3.593096 -1.019594 0.915551 -0.07 0.04 0.18 0.354
H 0.793345 2.523767 0.106777 0.20 0.09 0.27 0.274
H 1.347840 0.933836 1.602329 0.30 0.24 -0.14 0.467
H 1.379691 -0.072775 -0.761768 -0.08 0.38 -0.01 0.680
H -2.465758 -1.747921 1.340665 0.02 0.01 0.02 0.358
H -3.540017 -0.360239 1.172536 -0.04 0.03 0.00 0.362
H -4.475500 -1.418625 -0.910465 0.00 0.03 -0.01 0.411
```
Forces are in eV/Å.

Computed properties:
2S+1: 1
Net charge: -1
DFT total energy, eV: -68212.872
Gap between HOMO and LUMO, eV: 8.13

***

This record from OMol25 describes a structure of composition C21H31IrN6S3Si. The level of theory is ωB97M-V/def2-TZVPD.

```
63
Properties=species:S:1:pos:R:3:forces:R:3:mulliken_charge:R:1
Ir -0.778511 0.093520 -0.631109 -0.24 0.17 0.05 1.409
C -2.732050 -2.464995 -1.269910 0.03 -0.02 0.27 -0.721
C -3.082643 -2.250426 0.196119 0.08 -0.03 -0.31 -0.972
S -1.771323 -1.255345 0.990505 0.10 -0.61 0.16 -0.003
C -2.771738 -0.083660 1.934830 -0.09 0.25 -0.01 -0.719
C -3.608595 0.836271 1.063600 0.08 -0.07 0.13 -0.992
S -2.536129 1.528537 -0.236251 -0.07 0.42 0.38 -0.024
C -3.556841 1.405211 -1.732190 -0.05 -0.12 -0.07 -0.901
C -3.840864 -0.022179 -2.151143 -0.03 0.11 0.05 -0.703
S -2.269968 -0.943364 -2.141275 -0.10 0.19 -0.68 -0.017
H -3.533730 -2.947902 -1.829658 -0.05 0.06 0.02 0.571
H -1.853887 -3.106662 -1.360871 -0.04 -0.01 0.00 0.281
H -3.130519 -3.210449 0.709561 0.03 0.02 0.03 0.615
H -4.046349 -1.761647 0.325410 0.01 0.03 -0.04 0.479
H -2.043594 0.481344 2.518444 0.01 0.00 -0.02 0.232
H -3.383115 -0.645459 2.642333 -0.02 -0.07 -0.07 0.588
H -4.002811 1.663412 1.653391 0.04 0.05 -0.04 0.566
H -4.452118 0.333342 0.594188 0.03 -0.06 0.00 0.568
H -2.970384 1.921467 -2.494187 0.01 0.01 0.02 0.429
H -4.464117 1.990052 -1.572827 -0.02 -0.05 0.06 0.520
H -4.244655 -0.046140 -3.162709 0.04 -0.03 -0.01 0.556
H -4.556682 -0.518315 -1.497510 0.03 0.02 0.05 0.384
N 1.332240 3.599119 -1.684028 -0.06 0.03 0.05 0.276
C 0.228499 3.111427 -1.119191 -0.06 0.03 -0.26 -0.551
N 0.217183 1.805596 -1.320870 0.54 -0.37 -0.63 -0.126
C 1.395322 1.553307 -1.985077 -0.22 -0.30 0.18 0.282
N 2.083977 2.630818 -2.234397 0.07 -0.08 0.06 -0.617
C 1.703394 0.154742 -2.302890 -0.25 0.53 -0.03 0.300
C 2.836983 -0.268039 -2.976475 0.00 0.05 -0.04 -0.517
N 3.013331 -1.540289 -3.309186 -0.04 0.04 0.02 -0.488
C 2.046704 -2.383722 -2.983591 -0.02 -0.06 0.00 -0.537
C 0.920259 -1.984043 -2.275113 0.04 0.02 -0.05 0.285
N 0.748501 -0.712759 -1.922185 0.37 -0.38 0.38 0.130
H 1.638309 4.561405 -1.722101 0.02 -0.01 -0.01 0.214
H -0.515422 3.706363 -0.617814 -0.02 -0.01 0.03 0.514
H 3.606145 0.445171 -3.246077 0.00 0.00 -0.01 0.496
H 2.165111 -3.422706 -3.264030 0.03 0.01 -0.01 0.409
H 0.172979 -2.705102 -1.983706 0.02 0.02 0.05 -0.073
C -0.334777 2.618319 2.103742 -0.01 -0.12 -0.08 -1.100
Si 1.122734 1.410500 1.961349 -0.01 -0.03 0.10 0.359
C 1.310449 0.603746 3.633993 0.09 0.01 -0.06 -1.259
C 2.596160 2.509157 1.546848 -0.06 0.00 0.00 -1.453
N 0.799079 0.145434 0.768961 -0.45 0.42 0.14 0.051
C 1.652808 -0.988072 0.790891 0.05 -0.14 0.08 0.971
C 1.216371 -2.311419 0.622661 -0.01 0.01 0.12 -0.236
C 2.087975 -3.388711 0.677260 0.08 0.00 0.02 -0.814
C 3.440180 -3.196031 0.907759 -0.01 0.05 0.00 -0.790
C 3.895691 -1.898294 1.088939 0.01 -0.10 0.00 -0.838
C 3.025992 -0.821520 1.025091 0.01 -0.03 -0.16 -0.472
H -0.605392 2.695700 3.159020 -0.01 0.00 0.03 0.458
H -1.243275 2.364861 1.557560 0.12 0.08 0.14 0.159
H -0.038306 3.622256 1.794225 -0.01 0.02 -0.01 0.432
H 1.425329 1.357977 4.415209 -0.01 0.03 0.00 0.423
H 2.171942 -0.061169 3.695025 0.00 -0.02 -0.03 0.387
H 0.422999 0.010552 3.871159 -0.01 0.00 0.01 0.318
H 2.492666 3.471227 2.054996 -0.04 0.00 0.01 0.471
H 2.662332 2.710391 0.473856 0.03 -0.01 0.01 0.372
H 3.558949 2.104478 1.855535 0.00 -0.06 0.02 0.524
H 0.169604 -2.534719 0.472573 0.09 0.00 -0.05 0.246
H 1.697848 -4.391032 0.551512 0.00 -0.02 0.00 0.457
H 4.122233 -4.033169 0.949542 0.00 -0.01 0.01 0.432
H 4.945867 -1.714273 1.273859 0.01 0.00 0.00 0.455
H 3.441650 0.165909 1.146428 -0.05 0.11 -0.03 0.301
```
Forces are in eV/Å.

Computed properties:
2S+1: 1
Net charge: +2
DFT total energy, eV: -74431.315
ΔE to the lowest compared entry with this formula, charge and spin, eV: 0.873
Gap between HOMO and LUMO, eV: 6.39

***

no.,E_LUMO (eV)
1,2.03
2,-6.41